Entry 1:
Entry from the OMol25 dataset: one molecule with the formula ClH2NO2S (ωB97M-V/def2-TZVPD).

```
! wB97M-V def2-TZVPD RIJCOSX def2/J DEFGRID3
* xyz 0 1
N -1.34881 -0.11378 0.39929
O 0.80572 0.81108 -1.29794
O -0.06589 -0.48185 0.81440
S 1.37740 0.41579 -0.02539
Cl 2.52156 -1.29016 -0.43944
H -1.25109 0.25245 -0.50062
H -2.03890 0.40648 1.04970
*
```

Summary:
LUMO energy (spin up / spin down) = -0.4 / -0.4 eV
strongest force on any atom = 2.84 eV/A
gap between HOMO and LUMO (spin up / spin down) = 8.7 / 8.7 eV
molecular weight = 115.54 g mol⁻¹

=====

Entry 2:
Entry from the OMol25 dataset: one molecule with the formula ClH2NO2Si (ωB97M-V/def2-TZVPD).

```
! wB97M-V def2-TZVPD RIJCOSX def2/J DEFGRID3
* xyz 0 1
O -0.84257 -1.59704 0.08409
N 0.21789 -0.99935 0.26858
O 1.18532 -1.35346 0.84773
Si 0.06990 0.61819 -0.59713
Cl -1.02383 1.53758 1.60591
H 1.19020 1.67350 -0.52502
H -0.79690 0.12058 -1.68417
*
```

Summary:
LUMO energy = -1.6 eV
structure (SMILES) = O=[N+]([O-])[SiH2]Cl
strongest force on any atom = 3.99 eV/A
gap between HOMO and LUMO = 9.1 eV
molecular weight = 111.56 g mol⁻¹

=====

Entry 3:
Entry from the OMol25 dataset: a 2-piece molecular cluster, ClH2NO3S overall (ωB97M-V/def2-TZVPD).

```
! wB97M-V def2-TZVPD RIJCOSX def2/J DEFGRID3
* xyz 0 3
N 0.55488 2.79440 0.08380
O 0.20584 -2.67146 0.54046
O -0.39233 -1.17953 -1.27660
O 0.47438 1.60350 0.35274
S 0.19068 -1.26731 0.18941
Cl -1.60637 -0.42018 0.93231
H 1.26788 3.16075 0.81676
H -0.69496 -2.02015 -1.63887
*
```

Summary:
LUMO energy (spin up / spin down) = 0.2 / -1.4 eV
strongest force on any atom = 2.49 eV/A
gap between HOMO and LUMO (spin up / spin down) = 9.3 / 9.2 eV
expectation value of S² = 2.007
molecular weight = 131.54 g mol⁻¹

=====

Entry 4:
Entry from the OMol25 dataset: one molecule with the formula ClH2NOS2 (ωB97M-V/def2-TZVPD).

```
! wB97M-V def2-TZVPD RIJCOSX def2/J DEFGRID3
* xyz 0 1
N -0.65711 -0.64912 0.99400
O -2.85613 -0.77138 -0.44645
S 2.08334 0.18323 -0.08020
S 0.79009 -1.25005 -0.00620
Cl -1.84703 0.27972 0.09960
H -1.16826 -1.54827 1.23263
H -0.32557 -1.25410 -1.03136
*
```

Summary:
LUMO energy = -0.9 eV
strongest force on any atom = 3.14 eV/A
gap between HOMO and LUMO = 8.5 eV
molecular weight = 131.61 g mol⁻¹

=====

Entry 5:
Entry from the OMol25 dataset: a 2-piece molecular cluster, ClH2O overall (ωB97M-V/def2-TZVPD).

```
! wB97M-V def2-TZVPD RIJCOSX def2/J DEFGRID3
* xyz -1 1
O 0.11530 -0.03513 -1.31345
H -0.77182 0.14678 -1.69839
H -0.03082 -0.03029 -0.34038
Cl 0.68734 -0.08136 3.35223
*
```

Summary:
LUMO energy = 3.8 eV
strongest force on any atom = 1.21 eV/A
gap between HOMO and LUMO = 7.4 eV
molecular weight = 53.47 g mol⁻¹

=====

Entry 6:
Entry from the OMol25 dataset: one molecule with the formula ClH2O2P (ωB97M-V/def2-TZVPD).

```
! wB97M-V def2-TZVPD RIJCOSX def2/J DEFGRID3
* xyz 0 1
O -0.35123 -1.34245 -0.32053
P 0.60855 -0.16390 0.31854
O 0.56180 0.81339 -1.01220
Cl -0.69124 0.80762 1.56917
H -0.88615 -1.84190 0.35022
H 0.75828 1.72724 -0.90520
*
```

Summary:
LUMO energy = 0.8 eV
structure (SMILES) = OP(O)Cl
strongest force on any atom = 2.06 eV/A
gap between HOMO and LUMO = 10.4 eV
molecular weight = 100.44 g mol⁻¹